# C2H14O5

A 6-piece molecular cluster, C2H14O5 overall (ωB97M-V with the def2-TZVPD basis set, OMol25).

Calculated values
**ΔE to the lowest compared entry with this formula, charge and spin**: 29.4 kcal/mol
**SMILES**: C=C.O.O.O.O.O
**Lowest unoccupied orbital energy**: 0.51 eV

Positions of all 21 atoms, in Å:
C -3.08 0.70 -2.10
C -2.85 1.44 -3.17
H -3.21 -0.37 -2.11
H -3.16 1.21 -1.14
H -2.93 1.05 -4.18
H -2.64 2.50 -3.11
O -0.10 1.40 -0.99
H -0.25 1.14 -1.92
H -0.74 0.79 -0.59
O 0.75 -2.44 0.49
H 1.14 -1.67 0.96
H 1.49 -2.88 0.05
O 2.95 -3.58 3.45
H 3.15 -4.51 3.33
H 2.13 -3.40 2.97
O 0.98 -0.17 2.09
H 1.71 0.46 2.06
H 0.32 0.29 1.57
O 1.58 2.49 1.09
H 1.27 2.12 0.25
H 1.50 3.44 1.00



# C5H10O2

The molecule C5H10O2 (ωB97M-V with the def2-TZVPD basis set, OMol25).

Calculated values
**ΔE to the lowest compared entry with this formula, charge and spin**: 39.4 kcal/mol
**SMILES**: CCO[C@@H](C)C=O
**Lowest unoccupied orbital energy**: 1.04 eV

Positions of all 17 atoms, in Å:
C -2.11 1.24 0.18
C -0.64 1.34 -0.20
O 0.11 0.41 0.57
C 1.00 -0.42 -0.16
C 1.94 -1.07 0.84
C 0.17 -1.46 -0.89
O 0.14 -1.60 -2.09
H -2.24 1.42 1.26
H -2.70 1.99 -0.36
H -2.51 0.25 -0.04
H -0.51 1.14 -1.27
H -0.26 2.35 0.00
H 1.57 0.16 -0.91
H 2.70 -1.67 0.33
H 2.44 -0.29 1.43
H 1.38 -1.71 1.54
H -0.46 -2.09 -0.22



# C2H3N3O2

The molecule C2H3N3O2 in a non-equilibrium geometry (ωB97M-V with the def2-TZVPD basis set, OMol25).

Calculated values
**ΔE to the lowest compared entry with this formula, charge and spin**: 155.6 kcal/mol
**SMILES**: [H]/N=C1\NOC=NO1
**Lowest unoccupied orbital energy**: 0.26 eV

Positions of all 10 atoms, in Å:
H 0.43 0.48 2.39
N 0.33 1.39 1.77
C -0.02 0.64 0.75
N 0.44 -0.54 0.53
O -0.34 -1.19 -0.37
C -0.23 -0.52 -1.67
N -0.29 0.70 -1.81
O -0.51 1.23 -0.49
H 0.27 -1.07 1.50
H -0.08 -1.12 -2.62



# C6H7ClO2

A 2-piece molecular cluster, C6H7ClO2 overall in a non-equilibrium geometry (ωB97M-V with the def2-TZVPD basis set, OMol25).

Calculated values
**ΔE to the lowest compared entry with this formula, charge and spin**: 22.5 kcal/mol
**SMILES**: CC(=O)C=C=O.C=CCl
**Lowest unoccupied orbital energy**: 0.61 eV

Positions of all 16 atoms, in Å:
C 1.89 1.57 1.11
C 1.91 0.31 0.35
O 2.32 0.12 -0.76
C 1.17 -0.82 1.03
C 0.65 -1.83 0.38
O 0.07 -2.55 -0.31
H 0.78 1.79 1.48
H 2.22 2.42 0.54
H 2.51 1.55 2.06
H 1.29 -0.90 2.20
C -2.21 -0.67 -1.91
C -2.77 0.11 -1.01
Cl -2.01 0.42 0.54
H -1.19 -0.87 -1.99
H -2.80 -0.93 -2.72
H -3.84 0.28 -0.98



# C2H6ClN3

The molecule C2H6ClN3 in a non-equilibrium geometry (ωB97M-V with the def2-TZVPD basis set, OMol25).

Calculated values
**ΔE to the lowest compared entry with this formula, charge and spin**: 59.7 kcal/mol
**SMILES**: [H]/N=C(/NC)NCl
**Lowest unoccupied orbital energy**: 0.36 eV

Positions of all 12 atoms, in Å:
H -1.71 0.23 -2.30
N -1.14 0.21 -1.48
C -0.61 -0.77 -1.01
N 0.52 -0.45 0.19
C 0.60 0.95 0.75
N -0.78 -2.11 -1.08
Cl -1.31 -2.73 -2.63
H 0.32 -1.21 0.83
H -0.41 1.10 1.16
H 1.22 0.91 1.53
H 0.93 1.62 -0.16
H -0.32 -2.87 -0.62



# C5H3NO3

A 2-piece molecular cluster, C5H3NO3 overall in a non-equilibrium geometry (ωB97M-V with the def2-TZVPD basis set, OMol25).

Calculated values
**ΔE to the lowest compared entry with this formula, charge and spin**: 104.0 kcal/mol
**Lowest unoccupied orbital energy (alpha / beta)**: -3.21 / -2.58 eV

Positions of all 12 atoms, in Å:
C -2.22 -1.28 0.02
C -1.60 1.20 0.12
C 1.63 0.19 -0.06
C -1.42 -0.18 0.03
C 0.54 -0.79 0.00
N -2.90 -2.21 -0.01
O -0.77 2.08 0.10
O 2.76 -0.24 -0.20
O 0.77 -2.04 0.01
H -2.69 1.43 0.23
H 1.36 1.24 0.02
H 1.74 -2.22 -0.01



# C19H23N3O3

The molecule C19H23N3O3 in a non-equilibrium geometry (ωB97M-V with the def2-TZVPD basis set, OMol25).

Calculated values
**ΔE to the lowest compared entry with this formula, charge and spin**: 123.8 kcal/mol
**SMILES**: CCN(CC)c1ccc([C@@H]2NC[C@H](c3ccc([N+](=O)[O-])cc3)O2)cc1
**Lowest unoccupied orbital energy**: -0.36 eV

Positions of all 48 atoms, in Å:
C 0.95 3.52 1.65
C 1.97 3.30 0.52
N 2.22 1.91 0.22
C 3.14 1.21 1.09
C 2.45 0.28 2.08
C 1.41 1.22 -0.65
C 1.73 -0.09 -1.05
C 0.92 -0.80 -1.91
C -0.26 -0.25 -2.40
C -1.18 -1.10 -3.25
N -2.47 -0.48 -3.41
C -3.16 -0.81 -2.17
C -2.45 -2.10 -1.65
C -1.87 -1.96 -0.26
C -2.50 -1.22 0.73
C -1.93 -1.08 1.98
C -0.72 -1.71 2.25
N -0.11 -1.55 3.54
O -0.60 -0.75 4.30
O 0.87 -2.23 3.78
C -0.10 -2.50 1.28
C -0.68 -2.62 0.04
O -1.44 -2.36 -2.61
C -0.56 1.05 -2.05
C 0.25 1.77 -1.20
H 0.74 4.59 1.76
H 0.02 3.00 1.44
H 1.34 3.16 2.60
H 2.92 3.76 0.81
H 1.63 3.80 -0.39
H 3.86 0.64 0.48
H 3.71 1.96 1.64
H 1.86 -0.47 1.54
H 3.18 -0.24 2.69
H 1.78 0.83 2.73
H 2.64 -0.56 -0.71
H 1.20 -1.80 -2.20
H -0.71 -1.33 -4.21
H -2.95 -0.90 -4.20
H -4.22 -0.95 -2.33
H -3.00 0.01 -1.47
H -3.13 -2.96 -1.66
H -3.45 -0.74 0.53
H -2.39 -0.49 2.75
H 0.82 -3.01 1.53
H -0.22 -3.23 -0.72
H -1.45 1.51 -2.46
H -0.05 2.78 -0.95



# C37H34AsCl4F8O8Sn

C37H34AsCl4F8O8Sn as an isolated structure in a non-equilibrium geometry (ωB97M-V with the def2-TZVPD basis set, OMol25).

Calculated values
**Charge**: +1
**Lowest unoccupied orbital energy**: -8.33 eV

Positions of all 93 atoms, in Å:
Sn -2.69 -3.58 -2.32
As 1.45 0.32 -0.37
F 1.95 0.42 -2.07
F 2.93 1.14 0.29
F 0.71 0.11 1.22
F 0.07 -0.55 -1.09
F 2.32 -1.31 -0.25
F 0.59 1.91 -0.54
F -3.26 5.20 2.92
C -2.65 4.69 4.05
C -1.46 4.02 3.96
C -0.85 3.49 5.10
C -1.44 3.60 6.32
C -2.65 4.21 6.45
C -3.28 4.75 5.31
H -1.03 3.85 2.98
H 0.08 2.96 4.96
H -0.93 3.07 7.12
H -3.09 4.17 7.43
H -4.25 5.22 5.35
F 11.07 1.39 1.98
C 9.73 1.13 2.35
C 8.84 0.34 1.63
C 7.49 0.16 2.02
C 7.04 1.04 3.00
C 7.88 1.95 3.71
C 9.20 1.89 3.41
H 9.27 -0.14 0.76
H 6.85 -0.53 1.49
H 5.98 1.10 3.20
H 7.59 2.67 4.46
H 9.77 2.63 3.94
C -3.20 5.45 -4.06
C -3.45 6.82 -4.29
C -2.70 7.69 -3.51
C -1.82 7.23 -2.56
C -1.56 5.85 -2.41
C -2.33 4.98 -3.15
O -2.05 3.67 -2.98
O -2.80 9.02 -3.61
H -3.66 4.70 -4.69
H -4.26 6.99 -4.98
H -1.38 7.91 -1.85
H -0.90 5.47 -1.65
H -1.23 3.78 -2.50
H -3.51 9.24 -4.22
C -4.18 -0.72 4.34
C -5.28 -0.47 5.16
C -6.57 -0.86 4.83
C -6.71 -1.74 3.70
C -5.55 -2.02 2.90
C -4.33 -1.39 3.18
O -3.23 -1.51 2.41
O -7.67 -0.52 5.48
H -3.23 -0.32 4.68
H -4.99 0.02 6.08
H -7.71 -2.08 3.50
H -5.58 -2.67 2.03
H -2.63 -0.83 2.72
H -8.46 -0.86 5.07
C -0.86 -1.75 -7.82
C -1.53 -1.63 -9.01
C -2.59 -0.79 -9.05
C -2.97 0.02 -7.94
C -2.17 -0.05 -6.79
C -1.14 -0.99 -6.68
O -0.47 -1.22 -5.52
O -3.36 -0.63 -10.19
H -0.03 -2.43 -7.84
H -1.30 -2.26 -9.86
H -3.82 0.69 -7.91
H -2.40 0.66 -6.01
H 0.01 -0.50 -5.11
H -2.93 -1.11 -10.90
C 4.50 -7.53 -0.86
C 3.74 -6.33 -0.89
C 2.41 -6.42 -1.28
C 1.73 -7.57 -1.48
C 2.41 -8.73 -1.22
C 3.79 -8.73 -0.87
O 4.40 -9.93 -0.50
O 1.69 -5.24 -1.30
H 5.55 -7.44 -0.63
H 4.21 -5.38 -0.69
H 0.68 -7.62 -1.72
H 1.98 -9.71 -1.30
H 5.36 -9.87 -0.54
H 2.18 -4.44 -1.09
C 1.78 -3.43 5.29
Cl 2.50 -4.15 3.89
Cl 2.67 -3.89 6.75
Cl 1.65 -1.70 5.23
Cl 0.10 -4.09 5.46



It is found that the total energy values, taken in the order of the records, are -12537.881, -9441.334, -10681.707, -22950.459, -19161.125, -12860.434, -30686.371, -193785.944 eV.
It is found that the M values, taken in the order of the records, are 118.13, 102.13, 101.06, 146.57, 107.54, 125.08, 341.41, 1094.10 u.